Here is C6H9N in the gas phase from OMol25. Energies are from the ωB97M-V functional and the def2-TZVPD basis.

Structure (XYZ):
```
16
Properties=species:S:1:pos:R:3:forces:R:3
C -2.77765 -0.28006 1.08280 0.32 0.07 -0.33
C -1.96875 -0.05305 0.21931 -0.32 -0.09 0.34
C -0.96368 0.24028 -0.81047 -0.02 0.05 -0.05
C 0.46035 0.11066 -0.28520 -0.12 -0.13 0.10
C 0.93582 -1.30426 -0.05104 0.02 -0.02 0.01
C 1.00830 1.20405 0.54562 -0.08 0.06 0.28
N 1.39364 1.07192 -0.86450 0.20 -0.03 -0.17
H -3.50154 -0.47924 1.84284 0.15 0.04 -0.15
H -1.10544 -0.43287 -1.66644 0.03 0.07 0.13
H -1.10270 1.25905 -1.18883 0.01 -0.12 0.10
H 0.26282 -1.84179 0.62498 0.05 0.10 -0.09
H 1.93648 -1.30929 0.39454 -0.12 0.01 -0.07
H 0.97691 -1.85522 -0.99881 -0.01 0.07 0.13
H 0.39668 2.07446 0.77666 0.08 -0.16 -0.06
H 1.72952 0.93841 1.31762 -0.10 0.04 -0.17
H 2.31924 0.65695 -0.93908 -0.10 0.05 0.00
```
Forces are in eV/Å.

* structure (SMILES): C#CC[C@]1(C)CN1
* HOMO: -9.568 eV
* net charge: 0
* frontier orbital gap: 10.594 eV
* energy relative to the best compared isomer or geometry (same formula, charge and spin): 274.6 kJ/mol

Atomic partial charges in e from the Löwdin method, atoms 1 to 6:
1. C 0.1084
2. C -0.1374
3. C -0.1520
4. C -0.5448
5. C -0.0289
6. C -0.1172